Version P
Here is an isolated ion of composition CH4NO2 and charge +1 from the Open Molecules 2025 dataset. Energies are from ωB97M-V with the def2-TZVPD basis set.

Summary:
**LUMO**: -0.1684 hartree
**Net charge**: +1
**SMILES string**: [NH3+]C1OO1
**HOMO-LUMO gap**: 11.56 eV

Last column: Löwdin charge in e.
CARTESIAN COORDINATES (ANGSTROEM)
C (0.0305, 0.2041, -0.6461)  -0.22
N (-0.0109, 0.0825, 0.8535)  0.29
O (0.6569, -0.9371, -1.3885)  0.09
O (-0.7510, -0.6148, -1.4118)  0.08
H (0.3189, 1.1609, -1.0095)  0.17
H (-0.6913, 0.7176, 1.3409)  0.21
H (0.9832, 0.1225, 1.0803)  0.19
H (-0.5364, -0.7354, 1.1812)  0.19



Version Q
Here is an isolated ion of composition CH4NO2 and charge +1 from the Open Molecules 2025 dataset. Energies are from ωB97M-V with the def2-TZVPD basis set.

Summary:
**LUMO**: -0.2927 hartree
**Net charge**: +1
**HOMO-LUMO gap**: 10.32 eV

Last column: Löwdin charge in e.
CARTESIAN COORDINATES (ANGSTROEM)
C (-0.0669, 0.3376, -0.8705)  0.13
N (-0.8349, 0.0902, 0.6017)  0.23
O (-0.6707, -0.4702, 2.6848)  0.13
O (-0.0680, -0.4187, 1.4486)  0.02
H (-0.7389, 0.1392, -1.6861)  0.09
H (0.7474, -0.3534, -0.9478)  0.08
H (0.3764, 1.3211, -0.4423)  0.15
H (-0.2908, -1.3120, 3.0414)  0.18



Version R
Here is a 2-piece molecular cluster, CH4NO2 overall from the Open Molecules 2025 dataset. Energies are from ωB97M-V with the def2-TZVPD basis set.

Summary:
**LUMO (alpha / beta)**: -0.2727 / -0.1642 hartree
**Net charge**: +1
**HOMO-LUMO gap (alpha / beta)**: 7.41 / 12.24 eV

Last column: Löwdin charge in e.
CARTESIAN COORDINATES (ANGSTROEM)
C (-0.2230, 0.0984, -0.3171)  -0.24
N (0.6301, -0.4631, 0.7916)  0.28
O (-1.5008, 0.3476, -0.0992)  0.11
O (-0.5701, 1.4105, -0.0691)  0.10
H (-0.5934, 0.1876, -3.2630)  0.13
H (1.3947, 0.2320, 0.8073)  0.19
H (0.9216, -1.4656, 0.5638)  0.22
H (-0.0591, -0.3473, 1.5858)  0.21



Tell me which of them is the least stable. Sure, it is version R.



Version P
Here is a 2-piece molecular cluster, C4H5I overall from the Open Molecules 2025 dataset. Energies are from ωB97M-V with the def2-TZVPD basis set.

Summary:
**LUMO**: -0.0383 hartree
**HOMO-LUMO gap**: 7.87 eV

Last column: Löwdin charge in e.
CARTESIAN COORDINATES (ANGSTROEM)
C (-1.4471, 0.2596, 2.0716)  -0.27
C (-0.9115, -0.8538, 2.3447)  0.06
C (1.3025, -0.5261, -0.4539)  -0.47
C (0.8769, -0.4038, -1.8901)  -0.32
I (1.1214, 1.4056, 0.4097)  0.78
H (-2.1348, 0.3414, 2.8744)  0.03
H (-1.5151, 0.9266, 1.1786)  0.01
H (1.8182, -0.0816, -2.4382)  0.11
H (0.1826, 0.3939, -1.9649)  0.00
H (0.7070, -1.4618, -2.1319)  0.07



Version Q
Here is one molecule with the formula C4H5I from the Open Molecules 2025 dataset. Energies are from ωB97M-V with the def2-TZVPD basis set.

Summary:
**LUMO**: 0.0116 hartree
**SMILES string**: C#CCCI
**HOMO-LUMO gap**: 9.74 eV

Last column: Löwdin charge in e.
CARTESIAN COORDINATES (ANGSTROEM)
C (-1.9735, 0.1534, -0.5765)  0.10
C (-1.0228, -0.4306, -0.1260)  -0.17
C (0.2563, -0.7961, 0.4845)  -0.24
C (1.4429, 0.5217, 0.8237)  -0.57
I (3.3395, -0.0471, -0.0820)  0.66
H (-2.9334, 0.5526, -0.7617)  0.02
H (0.7475, -1.6008, -0.0383)  0.05
H (0.0682, -1.1815, 1.5034)  0.09
H (1.6174, 0.4535, 1.8799)  -0.02
H (1.0754, 1.5871, 0.5581)  0.06



Version R
Here is a 2-piece molecular cluster, C4H5I overall from the Open Molecules 2025 dataset. Energies are from ωB97M-V with the def2-TZVPD basis set.

Summary:
**LUMO (alpha / beta)**: -0.0879 / -0.0879 hartree
**HOMO-LUMO gap (alpha / beta)**: 6.45 / 6.45 eV

Last column: Löwdin charge in e.
CARTESIAN COORDINATES (ANGSTROEM)
C (0.1389, -0.0954, -0.2899)  -0.23
C (-1.1254, -0.0611, -0.0523)  -0.13
C (-0.4781, 0.9935, 0.7474)  -0.06
C (1.3469, -0.7990, -0.5783)  -0.04
I (-4.0842, 0.0336, -0.3338)  0.04
H (-0.1154, 0.7900, 1.7417)  0.08
H (-0.5901, 2.0009, 0.5197)  0.06
H (1.5299, -1.2553, 0.3161)  0.06
H (2.1029, -0.0396, -0.7417)  0.10
H (1.2745, -1.5676, -1.3290)  0.10



Tell me which of them is the least stable. Sure, it is version P.



Version P
Here is one molecule with the formula C4H5I from the Open Molecules 2025 dataset. Energies are from ωB97M-V with the def2-TZVPD basis set.

Summary:
**LUMO**: 0.0190 hartree
**SMILES string**: C[C@@H]1C=C1I
**HOMO-LUMO gap**: 9.37 eV

Last column: Löwdin charge in e.
CARTESIAN COORDINATES (ANGSTROEM)
C (1.0411, -1.4834, 0.1943)  -0.04
C (1.9629, -0.5589, -0.0266)  -0.75
C (0.5741, -0.2656, -0.5031)  -0.39
C (-0.4008, 0.6901, 0.1793)  -0.08
I (3.9148, 0.0656, -0.0183)  0.84
H (0.7261, -2.3746, 0.5190)  0.06
H (0.5182, -0.4424, -1.5869)  0.11
H (-0.4290, 0.3726, 1.2944)  0.10
H (-1.3863, 0.4227, -0.2511)  0.08
H (0.0610, 1.6818, 0.0353)  0.08



Version Q
Here is C4H5I as an isolated structure from the Open Molecules 2025 dataset. Energies are from ωB97M-V with the def2-TZVPD basis set.

Summary:
**LUMO**: -0.0066 hartree
**HOMO-LUMO gap**: 9.04 eV

Last column: Löwdin charge in e.
CARTESIAN COORDINATES (ANGSTROEM)
C (-1.3592, 1.1672, 1.8161)  0.09
C (-0.4957, 0.3714, 2.3694)  -0.18
C (0.1657, 0.1403, -2.0561)  -0.20
C (0.1901, -0.6859, -1.0670)  -0.77
I (2.0410, -1.4379, -0.5356)  0.75
H (0.3872, 1.0243, 2.4251)  0.06
H (-0.3698, -0.6422, 2.6399)  0.04
H (-0.8157, 0.5971, -2.4484)  0.08
H (0.8880, 0.6815, -2.6919)  0.06
H (-0.6316, -1.2159, -0.4514)  0.06



Tell me which of them is the least stable. Sure, it is version Q.